Entry 1:
Here is a molecular structure, C6H12LiO10P in a non-equilibrium geometry from OMol25. Energies are from ωB97M-V/def2-TZVPD.

Positions of all 30 atoms, in Å:
1 Li 25.6939 24.8316 42.9312
2 P 24.0141 23.0532 42.4962
3 O 25.4756 22.9874 42.2276
4 O 23.9515 24.6675 42.5456
5 O 23.7387 22.5214 43.7835
6 O 23.1684 22.6045 41.3783
7 C 27.1634 22.4845 44.7578
8 O 27.4683 23.3536 45.8445
9 C 27.1016 24.5370 45.8730
10 O 26.4687 25.0726 44.9407
11 O 27.4394 25.2486 46.8891
12 C 27.0530 26.5475 47.1530
13 H 27.6664 21.5828 44.9525
14 H 27.5479 22.9531 43.8064
15 H 26.0474 22.4881 44.5470
16 H 27.3005 27.1690 46.4444
17 H 27.7352 26.8850 47.9902
18 H 25.9011 26.9437 47.5044
19 C 27.5657 28.3129 40.2500
20 O 26.5485 28.8021 40.9960
21 C 25.9315 28.0330 41.9580
22 O 26.2212 26.8824 42.1317
23 O 25.1266 28.7942 42.6656
24 C 24.4524 28.3006 43.8271
25 H 27.6115 29.0991 39.4241
26 H 27.3168 27.5266 39.5097
27 H 28.4994 28.1262 40.8176
28 H 23.6754 27.6256 43.5756
29 H 23.9577 29.1559 44.4579
30 H 25.1102 27.9829 44.7043

Atoms 1-6, force components in eV/Å:
Li -0.779 -0.686 -0.370
P -0.510 5.502 -3.833
O 6.133 -1.116 -0.892
O -0.967 1.602 0.690
O -1.750 -3.362 7.266
O -1.995 -1.666 -2.447

For the LUMO energy, the calculation gives 4.29 eV. As for the spin multiplicity: 1. The calculation puts the HOMO-LUMO gap at 2.41 eV. Its net charge is -2. The calculation puts the HOMO energy at 0.06936 Ha.

In the Mulliken picture, each atom carries the following charge in e:
1 Li 0.773
2 P 0.665
3 O -0.863
4 O -0.911
5 O -0.751
6 O -0.856
7 C -0.432
8 O -0.394
9 C 0.928
10 O -0.520
11 O -0.363
12 C -0.800
13 H 0.233
14 H 0.243
15 H 0.239
16 H 0.414
17 H 0.263
18 H 0.222
19 C -0.684
20 O -0.329
21 C 0.686
22 O -0.494
23 O -0.312
24 C -0.339
25 H 0.240
26 H 0.318
27 H 0.257
28 H 0.358
29 H 0.216
30 H -0.005

***

Entry 2:
Here is 2 unconnected molecules or ions with the total composition C4H12N2O from OMol25. Energies are from ωB97M-V/def2-TZVPD.

Positions of all 19 atoms, in Å:
1 C -1.2731 -0.6415 -2.2017
2 O -0.8916 -1.3443 -1.0271
3 C -0.2365 0.4261 -2.4873
4 H -1.3843 -1.2880 -3.0801
5 H -2.2560 -0.1835 -2.0415
6 H -1.6846 -1.6594 -0.5883
7 H 0.7722 0.0234 -2.3972
8 H -0.3399 0.8222 -3.4987
9 H -0.3335 1.2639 -1.7957
10 C 0.4710 0.5499 2.4937
11 C 1.1426 -0.0860 1.5425
12 N 2.5203 0.1323 1.2004
13 N -0.9190 0.3161 2.6959
14 H 1.0375 1.1217 3.2260
15 H 0.5814 -0.7638 0.8973
16 H 2.5377 0.7143 0.3691
17 H 2.9238 -0.7553 0.9588
18 H -1.5059 0.8535 2.0813
19 H -1.1622 0.4985 3.6524

Atoms 1-6, force components in eV/Å:
C -0.227 0.406 -0.122
O 0.045 -0.116 -0.148
C -0.004 0.210 -0.024
H 0.162 -0.287 0.214
H 0.063 0.094 -0.077
H 0.014 -0.100 0.058

For the LUMO energy, the calculation gives 0.88 eV. As for the spin multiplicity: 1. The calculation puts the HOMO-LUMO gap at 9.15 eV. As for the SMILES: N/C=C/N.CCO. Its net charge is 0. The calculation puts the HOMO energy at -0.30398 Ha.

In the Mulliken picture, each atom carries the following charge in e:
1 C -0.203
2 O -0.477
3 C -1.022
4 H 0.244
5 H 0.289
6 H 0.293
7 H 0.258
8 H 0.362
9 H 0.257
10 C -0.114
11 C -0.283
12 N -0.654
13 N -0.526
14 H 0.332
15 H 0.255
16 H 0.252
17 H 0.276
18 H 0.216
19 H 0.245

***

Entry 3:
Here is a molecular structure, C29H79ClIN16O36PSSi2 in a non-equilibrium geometry from OMol25. Energies are from ωB97M-V/def2-TZVPD.

Positions of all 166 atoms, in Å:
1 C 2.0014 -2.1811 1.5025
2 C 1.2576 -1.2750 2.4788
3 O 1.4956 0.1133 2.1726
4 P 0.2518 0.7581 1.3818
5 O -0.8630 0.9553 2.3018
6 C 0.8999 2.2651 0.6579
7 C 1.7672 1.9501 -0.5826
8 C 3.1724 2.6139 -0.5542
9 Si 3.5195 3.5860 -2.1311
10 O 2.4863 3.1061 -3.3591
11 Si 3.0807 2.2018 -4.6241
12 N 1.6666 1.4070 -5.3112
13 C 4.2937 0.8576 -4.1060
14 C 3.7985 -0.0257 -2.9320
15 C 3.4085 -1.4440 -3.3058
16 C 4.4886 -2.2174 -4.0449
17 S 3.7242 -3.5729 -4.9462
18 O 4.6955 -4.4179 -5.5335
19 O 2.7095 -3.0498 -5.7909
20 Cl 2.7616 -4.6004 -3.4458
21 C 3.8427 3.2223 -6.0133
22 I 2.3302 4.2521 -7.1617
23 C 4.9551 4.1590 -5.5691
24 C 5.7957 4.7157 -6.7070
25 O -0.0561 -0.2846 0.2074
26 C -1.4634 -0.5113 -0.0369
27 C -2.0205 0.6516 -0.8659
28 H 1.3488 -2.9689 1.1464
29 H 2.2906 -1.6112 0.6304
30 H 2.8852 -2.6086 1.9586
31 H 1.5156 -1.4960 3.5062
32 H 0.1926 -1.4660 2.3840
33 H 1.4625 2.7775 1.4276
34 H 0.0342 2.8515 0.3805
35 H 1.1945 2.1898 -1.4723
36 H 1.9342 0.8807 -0.6088
37 H 3.9075 1.8407 -0.3838
38 H 3.1991 3.3246 0.2628
39 H 3.2539 5.0143 -1.8689
40 H 4.9385 3.3732 -2.4953
41 H 1.9158 0.8680 -6.1366
42 H 1.3758 0.7171 -4.6189
43 H 5.2378 1.3151 -3.8155
44 H 4.5138 0.2925 -5.0054
45 H 2.9070 0.4343 -2.5128
46 H 4.5370 0.0078 -2.1397
47 H 2.4699 -1.4670 -3.8438
48 H 3.2148 -1.9780 -2.3818
49 H 5.1857 -2.7056 -3.3748
50 H 5.0727 -1.6312 -4.7430
51 H 4.2663 2.4929 -6.6994
52 H 4.4831 5.0007 -5.0655
53 H 5.5799 3.6664 -4.8299
54 H 6.0955 3.9725 -7.4246
55 H 5.3091 5.5687 -7.1601
56 H 6.7112 5.1073 -6.2674
57 H -2.0204 -0.7139 0.8674
58 H -1.5258 -1.4033 -0.6460
59 H -2.6889 1.2897 -0.3017
60 H -1.2325 1.2287 -1.3174
61 H -2.5930 0.2176 -1.6777
62 C -0.0806 -5.3770 3.2450
63 N 1.3391 -5.0901 2.8989
64 O 1.7401 -5.4691 1.8179
65 O 2.0024 -4.4862 3.7232
66 H -0.5303 -5.9108 2.4166
67 H -0.0864 -5.9777 4.1493
68 H -0.5746 -4.4247 3.4125
69 C -0.5848 -2.2434 -6.2288
70 N -1.5770 -1.4135 -6.9682
71 O -1.3527 -1.1700 -8.1361
72 O -2.5505 -1.0381 -6.3442
73 H 0.2229 -2.5061 -6.9005
74 H -0.2202 -1.6499 -5.3962
75 H -1.1025 -3.1298 -5.8755
76 C -5.6500 -0.7298 -2.9173
77 N -5.3068 -1.3916 -1.6276
78 O -4.2892 -2.0503 -1.5832
79 O -6.0718 -1.2235 -0.6987
80 H -4.8807 -0.9678 -3.6421
81 H -6.6167 -1.1112 -3.2309
82 H -5.6955 0.3389 -2.7317
83 C 9.9298 2.5866 -7.2728
84 N 8.4730 2.7561 -7.5421
85 O 7.6994 2.0197 -6.9562
86 O 8.1456 3.6205 -8.3309
87 H 10.0679 1.7910 -6.5586
88 H 10.4088 2.3472 -8.2174
89 H 10.2948 3.5314 -6.8794
90 C -3.3251 4.8285 -2.4981
91 N -2.3816 3.7334 -2.1394
92 O -1.6989 3.8785 -1.1433
93 O -2.3539 2.7653 -2.8734
94 H -3.2385 5.6136 -1.7614
95 H -3.0464 5.1809 -3.4870
96 H -4.3265 4.4117 -2.5027
97 C 1.3083 -3.1802 7.3794
98 N 0.6791 -4.4915 7.0922
99 O 1.1133 -5.4729 7.6577
100 O -0.2502 -4.4950 6.3044
101 H 2.1035 -3.3286 8.0997
102 H 1.6997 -2.7848 6.4454
103 H 0.5306 -2.5400 7.7808
104 C -2.7583 -3.9894 9.1992
105 N -2.0101 -2.7052 9.1668
106 O -0.7887 -2.7499 9.2036
107 O -2.6599 -1.6848 9.1007
108 H -2.0469 -4.8052 9.2531
109 H -3.4044 -3.9776 10.0782
110 H -3.3424 -4.0447 8.2840
111 C -5.9801 8.6217 -0.4208
112 N -5.3062 7.3676 -0.8546
113 O -4.3601 6.9799 -0.2004
114 O -5.7531 6.8115 -1.8424
115 H -5.4807 8.9966 0.4561
116 H -5.9098 9.3275 -1.2433
117 H -7.0159 8.3750 -0.2073
118 C -4.9142 11.3216 3.8091
119 N -4.9943 10.4481 2.6062
120 O -5.5556 9.3755 2.7221
121 O -4.4879 10.8718 1.5868
122 H -5.4028 10.8163 4.6331
123 H -3.8625 11.4890 4.0189
124 H -5.4145 12.2541 3.5673
125 C -5.6742 -6.4372 12.6564
126 N -4.5739 -5.9116 11.8028
127 O -4.5283 -4.7087 11.6122
128 O -3.7928 -6.7201 11.3510
129 H -6.2843 -5.6037 12.9824
130 H -6.2489 -7.1326 12.0527
131 H -5.2162 -6.9430 13.5005
132 C -4.0083 -2.7140 4.9167
133 N -4.8452 -3.8293 5.4382
134 O -4.2748 -4.7866 5.9320
135 O -6.0464 -3.7074 5.3332
136 H -2.9653 -2.9624 5.0787
137 H -4.2327 -2.6134 3.8585
138 H -4.2860 -1.8160 5.4604
139 C -8.0575 -3.0787 2.1373
140 N -6.9107 -3.9273 1.7138
141 O -7.0844 -4.7043 0.7976
142 O -5.8679 -3.7817 2.3237
143 H -8.9095 -3.3133 1.5173
144 H -8.2574 -3.3061 3.1809
145 H -7.7589 -2.0427 2.0134
146 C 13.5702 -0.4183 -5.7925
147 N 12.6374 0.4365 -6.5768
148 O 12.8674 0.5980 -7.7557
149 O 11.6949 0.9218 -5.9753
150 H 14.3488 -0.7742 -6.4559
151 H 13.9812 0.1952 -4.9968
152 H 12.9919 -1.2426 -5.3868
153 C 5.6026 -3.3551 2.8429
154 N 6.7156 -2.3759 2.6988
155 O 6.7796 -1.7403 1.6640
156 O 7.4870 -2.2804 3.6314
157 H 5.0019 -3.3320 1.9426
158 H 6.0464 -4.3351 2.9868
159 H 5.0168 -3.0615 3.7085
160 C -12.5966 -1.4126 0.2571
161 N -11.3931 -2.0765 0.8296
162 O -11.4386 -3.2771 1.0067
163 O -10.4411 -1.3639 1.0816
164 H -13.3555 -2.1663 0.0861
165 H -12.9325 -0.6727 0.9767
166 H -12.2956 -0.9402 -0.6726

Atoms 1-6, force components in eV/Å:
C -0.050 0.219 0.220
C -0.125 -0.375 -0.547
O 0.230 -0.213 -0.549
P 0.453 0.476 0.927
O -1.049 0.182 0.229
C 0.211 -0.868 -0.555

For the LUMO energy, the calculation gives -0.34 eV. As for the spin multiplicity: 1. The calculation puts the HOMO-LUMO gap at 8.24 eV. Its net charge is 0. The calculation puts the HOMO energy at -0.31550 Ha.

Results of the Mulliken charge analysis, in e, for atoms 1 through 99:
1 C -0.065
2 C -0.181
3 O -0.531
4 P 0.847
5 O -0.894
6 C -0.455
7 C -0.048
8 C -0.870
9 Si 0.384
10 O -0.219
11 Si 0.074
12 N -0.641
13 C -0.691
14 C 0.233
15 C -0.935
16 C -0.648
17 S 1.052
18 O -0.574
19 O -0.491
20 Cl -0.231
21 C -0.601
22 I 0.034
23 C -0.236
24 C -1.517
25 O -0.176
26 C -0.659
27 C -0.599
28 H 0.208
29 H 0.033
30 H -0.278
31 H 0.316
32 H 0.200
33 H 0.715
34 H -0.010
35 H 0.559
36 H -0.364
37 H 0.366
38 H 0.634
39 H -0.276
40 H -0.190
41 H 0.283
42 H 0.108
43 H 0.463
44 H 0.496
45 H -0.513
46 H 0.665
47 H 0.086
48 H 0.708
49 H 0.414
50 H 0.411
51 H 0.514
52 H 0.298
53 H 0.221
54 H 0.342
55 H 0.437
56 H 0.363
57 H 0.439
58 H 0.423
59 H 0.365
60 H -0.165
61 H 0.368
62 C -0.803
63 N 0.953
64 O -0.544
65 O -0.506
66 H 0.346
67 H 0.296
68 H 0.266
69 C -0.668
70 N 0.935
71 O -0.542
72 O -0.528
73 H 0.335
74 H 0.125
75 H 0.338
76 C -0.730
77 N 0.881
78 O -0.490
79 O -0.528
80 H 0.261
81 H 0.319
82 H 0.298
83 C -0.883
84 N 0.898
85 O -0.509
86 O -0.536
87 H 0.440
88 H 0.307
89 H 0.317
90 C -0.817
91 N 0.917
92 O -0.511
93 O -0.470
94 H 0.232
95 H 0.319
96 H 0.312
97 C -0.669
98 N 0.949
99 O -0.586

***

Entry 4:
Here is C23H25N5O3 in the gas phase in a non-equilibrium geometry from OMol25. Energies are from ωB97M-V/def2-TZVPD.

Positions of all 56 atoms, in Å:
1 C 2.7433 4.2218 1.2449
2 C 3.2743 2.8411 1.6038
3 C 3.2395 1.8887 0.4087
4 N 1.8798 1.6085 -0.0389
5 N 1.5966 2.0614 -1.2691
6 C 0.4574 1.8415 -1.8330
7 C -0.5434 1.0915 -1.1402
8 C -1.8394 0.6471 -1.3848
9 N -2.2107 -0.0244 -0.2641
10 N -1.2581 -0.0624 0.6659
11 C -0.2394 0.6147 0.1654
12 C 1.0526 0.8555 0.7841
13 O 1.4292 0.4590 1.8675
14 C -3.4303 -0.6711 0.0068
15 C -4.6493 -0.0912 -0.3232
16 C -5.8233 -0.7621 -0.0286
17 C -5.7870 -1.9945 0.6014
18 C -4.5698 -2.5552 0.9542
19 C -3.3907 -1.8977 0.6603
20 H -2.4318 -2.3072 0.9336
21 H -4.5393 -3.5085 1.4594
22 H -6.7071 -2.5113 0.8277
23 H -6.7709 -0.3128 -0.2851
24 H -4.6850 0.8856 -0.7790
25 C -2.6801 0.7581 -2.6034
26 H -3.2204 1.7056 -2.6243
27 H -2.0503 0.7152 -3.4886
28 H -3.4028 -0.0543 -2.6462
29 C 0.2573 2.3942 -3.2063
30 H 1.1127 3.0086 -3.4709
31 H -0.6484 2.9961 -3.2454
32 H 0.1658 1.5860 -3.9312
33 H 3.7452 2.3464 -0.4494
34 C 3.9422 0.5579 0.7429
35 O 4.6611 0.3991 1.6971
36 N 3.7320 -0.3866 -0.2111
37 H 3.0931 -0.1628 -0.9608
38 C 3.8606 -1.8092 0.0659
39 C 2.4920 -2.3861 0.2235
40 C 1.5522 -2.7380 -0.7031
41 C 0.3734 -3.0325 0.0242
42 C 0.6746 -2.8244 1.3401
43 O 1.9559 -2.4390 1.4583
44 C -0.1470 -2.8996 2.5754
45 H -0.9420 -3.6332 2.4663
46 H 0.4854 -3.1682 3.4176
47 H -0.5821 -1.9201 2.7769
48 H -0.5633 -3.3570 -0.3830
49 H 1.6859 -2.7938 -1.7655
50 H 4.4235 -1.9022 0.9962
51 H 4.3978 -2.2924 -0.7551
52 H 2.6906 2.4029 2.4132
53 H 4.3095 2.9049 1.9402
54 H 3.3377 4.6687 0.4503
55 H 2.7798 4.8752 2.1126
56 H 1.7109 4.1621 0.9060

Atoms 1-6, force components in eV/Å:
C 0.066 -0.208 0.048
C 0.007 0.028 -0.170
C 0.244 0.070 0.711
N -0.103 -0.162 0.451
N -0.153 0.459 -1.094
C 0.236 0.066 0.004

For the LUMO energy, the calculation gives 0.28 eV. As for the spin multiplicity: 1. The calculation puts the HOMO-LUMO gap at 8.30 eV. As for the SMILES: CC[C@@H](C(=O)NCc1ccc(C)o1)n1nc(C)c2c(C)n(-c3ccccc3)nc2c1=O. Its net charge is 0. The calculation puts the HOMO energy at -0.29483 Ha.

In the Mulliken picture, each atom carries the following charge in e:
1 C -1.255
2 C -0.503
3 C -0.204
4 N 1.403
5 N -1.252
6 C 0.333
7 C 0.972
8 C 0.266
9 N 0.884
10 N -0.921
11 C -0.143
12 C 0.429
13 O -0.680
14 C 0.279
15 C -0.325
16 C -0.736
17 C -0.443
18 C -0.730
19 C 0.020
20 H 0.143
21 H 0.407
22 H 0.389
23 H 0.376
24 H 0.473
25 C -1.965
26 H 0.296
27 H 0.448
28 H 0.486
29 C -1.509
30 H 0.410
31 H 0.349
32 H 0.299
33 H 0.470
34 C 0.272
35 O -0.667
36 N -0.122
37 H 0.307
38 C -1.296
39 C 0.605
40 C -1.002
41 C -0.164
42 C 0.565
43 O -0.325
44 C -1.369
45 H 0.387
46 H 0.398
47 H 0.263
48 H 0.605
49 H 0.523
50 H 0.470
51 H 0.360
52 H 0.251
53 H 0.477
54 H 0.300
55 H 0.431
56 H 0.266